{"formula": "C34H51F6MgN17P", "method": "the ωB97M-V functional and the def2-TZVPD basis", "elements": ["Mg", "P", "F", "F", "F", "F", "F", "F", "C", "C", "N", "H", "H", "H", "C", "C", "N", "H", "H", "H", "C", "C", "N", "H", "H", "H", "C", "C", "N", "H", "H", "H", "C", "C", "N", "H", "H", "H", "C", "C", "N", "H", "H", "H", "C", "C", "N", "H", "H", "H", "C", "C", "N", "H", "H", "H", "C", "C", "N", "H", "H", "H", "C", "C", "N", "H", "H", "H", "C", "C", "N", "H", "H", "H", "C", "C", "N", "H", "H", "H", "C", "C", "N", "H", "H", "H", "C", "C", "N", "H", "H", "H", "C", "C", "N", "H", "H", "H", "C", "C", "N", "H", "H", "H", "C", "C", "N", "H", "H", "H"], "coordinates": [[-1.30474, -0.30945, -2.96453], [0.42064, 0.25503, 0.05362], [-0.97125, -0.37047, 0.66932], [0.86435, -1.29985, -0.24012], [-0.21436, 0.30175, -1.47045], [1.86206, 0.84215, -0.51629], [-0.23248, 1.73543, 0.38707], [0.90827, 0.27203, 1.59865], [0.50808, -1.70839, 4.17768], [1.74515, -1.04158, 4.63110], [2.72630, -0.54710, 4.96293], [0.57980, -1.73356, 3.09033], [-0.28581, -0.99635, 4.40313], [0.35090, -2.66492, 4.67614], [-2.85400, 1.55066, 2.69077], [-3.56740, 1.69428, 1.40405], [-4.16825, 1.79167, 0.40208], [-2.69433, 0.48957, 2.88235], [-3.51340, 1.97910, 3.44557], [-1.90284, 2.07085, 2.57764], [3.27538, -6.35334, -1.18344], [3.86931, -7.11385, -0.06459], [4.34063, -7.72730, 0.81173], [2.32910, -6.81480, -1.46577], [3.90542, -6.38382, -2.07238], [2.99326, -5.33388, -0.92036], [-4.83556, -0.75265, -5.88510], [-3.50982, -0.69658, -5.22436], [-2.51864, -0.67660, -4.60666], [-5.28566, -1.73255, -6.04417], [-4.67704, -0.25717, -6.84295], [-5.48743, -0.04900, -5.36737], [-4.92267, 2.59417, -2.49308], [-3.63580, 1.98469, -2.59217], [-2.57293, 1.48367, -2.61386], [-4.86143, 3.66140, -2.70609], [-5.48577, 2.46322, -1.56903], [-5.44605, 2.24270, -3.38226], [0.25611, 5.02137, 0.29732], [-0.18606, 4.72168, -1.02771], [-0.48722, 4.47290, -2.12100], [0.97411, 5.84045, 0.25623], [0.64533, 4.11240, 0.75599], [-0.62340, 5.38853, 0.82623], [1.07581, -4.07116, -4.23059], [0.31241, -2.93113, -3.72032], [-0.32318, -2.02315, -3.30544], [0.34751, -4.69636, -4.74712], [1.46404, -4.59486, -3.35703], [1.90696, -3.85164, -4.90075], [5.06519, 0.77975, -0.91443], [4.63835, 0.29833, -2.18663], [4.28502, -0.05740, -3.23108], [5.38678, -0.00790, -0.23304], [4.25106, 1.30009, -0.40991], [5.89164, 1.48728, -0.98131], [3.56452, -1.79602, 0.74851], [2.91585, -2.70322, 1.73008], [2.49492, -3.41129, 2.54056], [4.65113, -1.88178, 0.75323], [3.31721, -0.74210, 0.87575], [3.35012, -1.99915, -0.30071], [-3.91037, -6.55840, -1.90579], [-2.69100, -5.72154, -2.04965], [-1.71736, -5.08830, -2.12799], [-4.18968, -6.83083, -0.88802], [-3.80124, -7.47279, -2.48895], [-4.73356, -5.98938, -2.33785], [-4.22906, -1.49849, 0.29980], [-3.20923, -1.49542, -0.75303], [-2.40152, -1.34681, -1.58832], [-5.13211, -0.99598, -0.04670], [-3.85861, -1.01903, 1.20590], [-4.38189, -2.56149, 0.48629], [-0.34880, -4.80824, 1.13723], [-1.54872, -4.29062, 1.77863], [-2.49835, -3.86924, 2.30979], [0.37476, -5.20904, 1.84711], [0.09399, -3.95753, 0.61921], [-0.56000, -5.58744, 0.40488], [4.64920, 5.75947, -3.10752], [4.36196, 5.47804, -1.65128], [4.18423, 5.26253, -0.51555], [3.63975, 5.75318, -3.51870], [5.06138, 4.94761, -3.70677], [5.15095, 6.72049, -3.22054], [-0.51302, 0.83396, 7.63031], [-1.34693, 0.81723, 6.40792], [-2.14227, 0.66850, 5.47262], [-0.69855, 1.71902, 8.23888], [0.53650, 0.72476, 7.35702], [-0.73267, -0.00849, 8.28615], [-1.53731, 5.85388, 5.86767], [-1.73733, 5.12671, 4.56731], [-1.85602, 4.64143, 3.53182], [-2.28614, 6.64363, 5.92795], [-0.56145, 6.33841, 5.90005], [-1.49031, 5.24110, 6.76788], [2.84065, 2.28621, 2.22738], [3.74918, 2.90225, 3.26697], [4.43379, 3.36578, 4.07801], [2.94821, 2.93116, 1.35527], [1.84369, 2.37726, 2.65853], [3.17740, 1.26563, 2.04545], [1.28964, 2.92161, -4.68343], [0.43580, 1.78935, -4.39062], [-0.23334, 0.86754, -4.11416], [0.99949, 3.87421, -4.24020], [1.36235, 2.91911, -5.77100], [2.30874, 2.77421, -4.32592]], "mulliken_charge": [0.36, 1.41, -0.51, -0.38, 0.07, -0.29, -0.45, -0.49, 0.47, 0.35, -0.56, -0.35, -0.33, 0.43, -0.50, 0.20, -0.45, 0.30, 0.53, -0.05, -0.46, 0.15, -0.36, 0.26, 0.36, 0.06, -0.90, 0.56, -0.39, 0.32, 0.33, 0.24, -1.02, 0.50, -0.32, 0.31, 0.34, 0.26, -0.32, 0.41, -0.55, 0.39, -0.18, 0.29, -0.81, 0.67, -0.24, 0.29, 0.05, 0.38, -0.30, 0.45, -0.51, 0.19, -0.17, 0.41, -0.29, 0.18, -0.50, 0.62, -0.41, 0.34, -0.86, 0.31, -0.30, 0.30, 0.32, 0.27, -1.06, 0.67, -0.25, 0.36, 0.05, 0.40, -0.23, 0.30, -0.57, 0.41, -0.20, 0.31, -0.72, 0.36, -0.41, 0.20, 0.30, 0.29, -0.89, 0.51, -0.52, 0.31, 0.27, 0.29, -0.78, 0.33, -0.34, 0.27, 0.28, 0.25, 0.61, -0.05, -0.49, 0.13, 0.12, -0.31, -1.05, 0.84, -0.31, 0.28, 0.37, 0.23], "orbital_gap_ev": 10.19, "multiplicity": 1, "total_energy_ev": -92454.7093, "homo_ev": -12.4, "charge": 1}